# 1
DFT (the ωB97M-V functional and the def2-TZVPD basis) results for a structure of composition C13H17CeN3O4.

```
38
Properties=species:S:1:pos:R:3:forces:R:3:mulliken_charge:R:1
Ce -0.02030 -2.04782 -1.01004 0.7 -3.3 -12.0 0.949
O -3.57590 -2.04782 0.62036 2.3 0.2 0.8 -0.509
C -2.41560 -2.04782 0.25236 -3.5 -0.3 0.2 0.506
O -2.13980 -2.04782 -1.04844 0.0 0.4 1.2 -0.446
C -1.21080 -2.04782 1.32906 -1.7 -0.3 4.1 0.591
C -1.20920 -2.04782 2.81696 -0.4 0.0 -1.9 -0.842
C 0.01480 -2.04782 3.46086 2.1 0.0 -2.0 -0.301
C 1.34490 -2.04782 2.69076 -2.0 0.0 2.1 -0.358
C 1.28530 -2.04782 1.34406 -0.8 -0.1 -0.3 0.185
N -0.02060 -2.04782 0.86146 2.8 0.1 5.8 0.162
C 2.44380 -2.04782 0.24106 3.1 -0.4 0.1 0.283
O 3.61310 -2.04782 0.57766 -2.1 0.2 0.9 -0.533
O 2.13770 -2.04782 -1.04874 -0.6 0.2 1.1 -0.477
H -2.13840 -2.04782 3.37716 0.1 0.0 -0.1 0.561
H 0.04110 -2.04782 4.54546 0.1 0.0 -0.1 0.484
H 2.29650 -2.04782 3.21136 -0.1 0.0 0.1 0.596
C -0.49800 2.41768 -2.31984 -0.1 -0.2 -2.0 -0.713
C -0.74580 0.88508 -2.19954 -0.8 0.3 0.0 -0.536
N -0.02030 0.37298 -1.01004 0.0 1.1 0.1 -0.042
C -0.68770 0.88508 0.21296 0.2 0.4 0.6 -0.294
C -0.91580 2.41768 0.05856 -1.6 -0.2 1.1 -0.927
N -0.02030 2.93458 -1.01004 0.0 0.7 0.0 0.129
C 1.35290 2.41768 -0.76884 1.7 -0.2 0.8 -0.980
C 1.37260 0.88508 -1.04354 0.5 0.4 -0.5 -0.164
H -1.42030 2.92978 -2.67244 0.6 -0.2 0.6 0.350
H 0.29030 2.61248 -3.08314 -0.5 0.0 0.7 0.344
H -0.44330 0.36768 -3.13554 0.0 0.3 0.6 0.450
H -1.83270 0.68668 -2.05834 0.7 0.0 -0.1 0.444
H -0.02190 0.68668 1.08366 -0.4 0.1 -0.6 0.401
H -1.64950 0.36768 0.41906 0.5 0.5 -0.4 0.254
H -0.76000 2.92978 1.03356 0.2 -0.1 -0.8 0.367
H -1.97090 2.61248 -0.24254 0.8 0.0 0.1 0.375
H -0.02030 3.98138 -1.01004 0.0 -1.0 0.0 0.351
H 1.61970 2.61248 0.29546 -0.3 0.0 -0.7 0.374
H 2.11940 2.92978 -1.39134 -0.8 -0.2 0.3 0.388
H 2.03190 0.36768 -0.31364 -0.5 0.5 -0.4 0.209
H 1.79370 0.68668 -2.05554 -0.3 0.0 0.7 0.492
H -0.02030 -4.22202 -1.01004 0.0 0.9 0.2 -0.123
```
Forces are in eV/Å.

Output
Gap between HOMO and LUMO (alpha / beta) in eV: 6.8 / 7.4
Highest occupied orbital energy (alpha / beta) in eV: -15.053 / -15.547
Charge: +2

***

# 2
DFT (the ωB97M-V functional and the def2-TZVPD basis) results for a structure of composition C13H17Cl4FO2.

```
37
Properties=species:S:1:pos:R:3:forces:R:3:lowdin_spin:R:1
C -20.49552 6.59074 -2.75518 -1.2 0.5 -0.8 0.183
Cl -21.42889 6.47481 -4.29121 -0.8 -0.3 -2.3 0.194
Cl -21.10309 5.26098 -1.71459 -0.8 -2.3 2.2 0.308
Cl -18.82106 6.54407 -2.97437 3.6 -0.6 -0.7 0.120
Cl -20.84610 8.16839 -2.14961 -0.8 2.7 1.6 0.135
C -16.74262 6.17853 2.56447 -0.3 -0.9 0.5 0.001
C -18.03655 5.45859 2.18125 -0.6 1.6 0.6 0.001
O -18.79348 5.03586 3.03898 0.7 -0.3 -0.7 0.003
C -18.46290 5.61729 0.72334 -0.1 -1.5 0.7 0.007
H -16.86420 7.25441 2.43870 0.2 -0.1 -0.7 0.000
H -15.96254 5.69708 1.97475 0.4 0.7 -0.1 0.000
H -16.51736 6.06870 3.62527 -0.1 -0.4 0.0 0.000
H -17.69872 5.37227 -0.01428 0.3 0.6 0.1 0.002
H -18.86412 6.62597 0.62479 0.1 0.0 -0.3 0.000
H -19.23972 4.87079 0.55787 -0.4 0.4 -0.1 0.008
C -17.38213 0.10169 2.39803 0.8 -0.5 0.4 0.001
C -16.55316 0.93376 1.44926 0.9 -0.7 -0.9 0.000
O -15.33590 0.88496 1.38304 -0.7 -0.1 0.7 0.000
C -17.30574 1.71273 0.45162 -2.0 1.3 -0.6 0.003
H -18.08645 -0.57339 1.91193 -0.1 0.4 -0.5 0.000
H -17.94599 0.74734 3.07131 0.1 -0.1 0.1 0.000
H -16.69284 -0.56797 2.91237 0.0 0.3 0.5 0.000
H -17.16485 2.79308 0.48464 0.8 0.0 0.0 0.000
H -18.38049 1.69397 0.63231 -0.2 -0.5 0.1 0.003
H -17.20024 1.39203 -0.58478 0.5 -0.1 0.1 0.001
F -17.09942 9.21519 0.62219 0.3 -0.3 -0.1 0.002
C -16.24428 8.80746 -0.36299 0.9 0.3 1.5 0.001
C -16.64752 8.99205 -1.64709 1.3 0.7 -1.5 0.006
C -15.69742 8.70511 -2.66332 -2.0 -0.2 0.7 0.007
C -14.52981 8.07845 -2.35375 1.2 -0.5 -0.1 0.004
C -14.12153 7.87590 -1.03951 -1.3 1.0 1.3 0.001
C -14.95640 8.35148 0.01165 -0.3 -0.9 -1.7 0.001
H -17.54126 9.55118 -1.88160 -0.3 -0.4 0.1 0.003
H -15.98366 8.83925 -3.69602 0.0 0.1 0.0 0.003
H -13.91341 7.72993 -3.16921 0.2 0.0 0.0 0.001
H -13.19139 7.39136 -0.78175 0.1 0.0 -0.1 0.000
H -14.64186 8.23256 1.03797 -0.3 0.1 0.1 0.000
```
Forces are in eV/Å.

Output
Gap between HOMO and LUMO (alpha / beta) in eV: 2.7 / 8.9
Multiplicity: 2
Highest occupied orbital energy (alpha / beta) in eV: -0.067 / -6.332
Charge: -1

***

# 3
DFT (the ωB97M-V functional and the def2-TZVPD basis) results for a structure of composition C13H17Cl5GeN6PW.

```
44
Properties=species:S:1:pos:R:3:forces:R:3:lowdin_spin:R:1
W 0.29320 -1.65257 -0.93172 -0.1 2.0 1.6 1.759
C 1.82110 3.71233 -0.37962 0.0 1.5 0.4 0.002
N 1.73760 2.38023 -0.91182 -0.6 -1.5 0.2 0.017
C 2.40900 1.94673 -2.00162 0.1 -1.0 -0.7 0.002
C 2.05670 0.63223 -2.19822 0.6 0.6 -0.5 0.013
N 1.16600 0.25763 -1.23372 -0.1 0.4 0.4 0.025
C 0.99050 1.35013 -0.44812 -0.3 0.2 0.4 0.023
P -0.26220 1.48393 0.90858 0.0 -0.7 -0.5 0.002
C 0.03320 -0.13747 1.76268 0.0 0.8 -0.1 0.010
N 0.05030 -1.35467 1.16638 0.2 0.4 -0.2 0.008
C 0.05790 -2.27347 2.17788 0.0 -0.4 1.0 0.007
C 0.04790 -1.60667 3.38088 0.0 -1.1 -0.6 0.000
N 0.03370 -0.28547 3.10318 0.1 -0.3 -1.6 0.003
C 0.01550 0.75983 4.08758 -0.2 1.1 1.0 0.000
C -1.60140 0.74303 -0.13552 0.3 0.4 0.4 0.010
N -1.53220 -0.46817 -0.74372 0.4 0.3 0.0 0.003
C -2.73660 -0.64717 -1.35632 -1.0 0.4 -0.3 0.012
C -3.52180 0.46303 -1.13162 0.0 -1.2 -0.6 0.000
N -2.80770 1.30993 -0.36532 1.4 -1.1 0.1 0.013
C -3.25590 2.59673 0.08708 -0.5 1.4 0.3 0.001
H 2.83580 4.10113 -0.48832 -0.1 -0.2 0.1 0.000
H 1.16590 4.40163 -0.92212 0.0 -0.3 0.0 0.001
H 1.54380 3.73383 0.67258 0.1 -0.1 0.0 0.000
H 3.08110 2.55993 -2.57792 0.0 0.1 0.0 0.000
H 2.38700 -0.02387 -2.98542 0.0 0.0 0.0 0.000
H 0.06760 -3.33907 2.02628 0.0 0.0 0.0 0.001
H 0.05730 -1.99387 4.38468 0.0 0.0 0.1 0.000
H 0.31150 0.35873 5.05668 0.1 0.0 -0.2 0.000
H 0.69830 1.56463 3.81598 0.0 -0.1 0.0 0.000
H -0.99130 1.17033 4.19418 0.1 -0.1 0.0 0.000
H -2.99880 -1.53437 -1.90422 0.0 0.0 0.0 0.000
H -4.51620 0.68263 -1.47852 -0.1 0.0 0.1 0.000
H -4.34100 2.59423 0.20988 0.2 -0.2 0.1 0.000
H -2.79080 2.86203 1.03698 -0.1 -0.1 -0.1 0.000
H -3.02010 3.36963 -0.65122 0.1 -0.2 0.1 0.001
Cl 2.68580 -2.02077 0.27588 -0.3 0.1 0.5 0.007
C 3.41550 -2.89057 -1.06692 1.1 -0.4 0.2 0.002
Cl 2.14480 -2.87427 -2.29842 0.1 0.0 -0.8 0.025
H 3.65140 -3.91737 -0.76722 -0.2 0.2 -0.1 0.001
H 4.30870 -2.36717 -1.42942 -0.3 -0.1 0.0 0.000
Cl -2.74120 -5.20457 -3.20162 0.7 0.2 -0.1 0.270
Ge -0.76500 -4.52007 -2.96092 -0.9 0.7 0.7 0.469
Cl -0.55670 -3.93087 -0.63272 -0.4 -1.0 -0.5 0.176
Cl -0.62840 -1.99217 -3.14502 -0.2 -0.8 -0.6 0.134
```
Forces are in eV/Å.

Output
Gap between HOMO and LUMO (alpha / beta) in eV: 6.3 / 3.5
Multiplicity: 4
Highest occupied orbital energy (alpha / beta) in eV: -20.740 / -20.719
Charge: +4

***

# 4
DFT (the ωB97M-V functional and the def2-TZVPD basis) results for a structure of composition C13H17ClFeO.

```
33
Properties=species:S:1:pos:R:3:forces:R:3:lowdin_spin:R:1
C -2.61951 -0.64430 2.58776 0.6 0.7 0.6 0.073
C -2.28484 0.67306 2.10809 0.4 -0.7 0.6 0.058
C -0.85312 0.83518 2.23190 -0.2 -0.9 0.6 0.071
H -3.00488 1.45346 1.84262 0.4 -0.4 -0.1 0.005
C -0.31227 -0.38787 2.77714 -1.2 0.8 0.1 0.086
C -1.40641 -1.29724 2.99643 -0.2 1.1 -0.2 0.105
H -1.33611 -2.27611 3.47019 0.0 0.3 -0.4 0.004
H -3.62747 -1.05154 2.68727 0.5 0.1 -0.3 0.003
H -0.29109 1.74897 2.05409 -0.2 -0.3 -0.3 0.004
H 0.71333 -0.54382 3.10375 -0.3 0.0 -0.4 0.003
Fe -1.29277 -0.82372 0.64929 0.6 0.1 0.0 4.010
Cl -2.61119 -2.55648 0.25370 -0.3 -0.3 -0.5 0.197
C 0.29598 2.17682 -3.52718 0.2 0.8 0.6 0.000
C 1.48575 2.47711 -2.78612 -0.8 0.5 0.0 0.000
C 1.21932 3.62199 -1.96516 -0.6 -0.4 -0.6 0.001
H 2.44031 1.94894 -2.86057 -0.3 0.1 0.1 0.000
C -0.13474 4.02905 -2.19921 0.4 -0.7 -0.4 0.000
C -0.70589 3.13673 -3.16480 0.9 -0.1 0.3 0.001
H -1.71622 3.19966 -3.57757 0.3 0.0 0.2 0.000
H 0.18413 1.37790 -4.26528 0.0 0.2 0.3 0.000
H 1.93396 4.11939 -1.30368 -0.2 -0.2 -0.2 0.000
H -0.63328 4.89102 -1.74626 0.1 -0.3 -0.1 0.000
C 2.09791 -1.78363 0.88221 -0.1 0.2 0.3 0.007
C 1.19844 -1.92492 -0.34056 0.7 -0.1 -0.4 0.029
C 0.67213 -3.36263 -0.46378 -0.2 0.1 0.0 0.003
O 0.23764 -0.89519 -0.31984 -0.8 -0.7 0.6 0.329
H 1.52434 -2.04511 1.78609 0.2 0.0 -0.3 0.000
H 2.41824 -0.73782 0.97961 0.0 -0.3 0.0 0.000
H 2.97293 -2.44028 0.83985 -0.1 0.1 -0.1 0.001
H 1.78896 -1.72731 -1.24222 0.1 0.0 0.0 0.007
H 0.08302 -3.64933 0.41843 0.1 0.1 -0.2 0.001
H 0.04927 -3.47512 -1.35900 0.0 0.0 0.2 0.000
H 1.51412 -4.06687 -0.54719 -0.1 0.3 0.0 0.000
```
Forces are in eV/Å.

Output
Gap between HOMO and LUMO (alpha / beta) in eV: 5.2 / 3.4
Multiplicity: 6
Highest occupied orbital energy (alpha / beta) in eV: -2.394 / -2.387
Charge: -1

***

# 5
DFT (the ωB97M-V functional and the def2-TZVPD basis) results for a cluster of 2 separate species, C13H17F3NO2 in total.

```
36
Properties=species:S:1:pos:R:3:forces:R:3:mulliken_charge:R:1
C -2.93568 0.93742 0.28965 1.3 0.2 1.7 -0.653
N -1.82698 0.99815 1.31413 0.2 -0.7 -2.1 -0.776
C -0.58411 0.54340 0.63100 -0.6 1.2 1.9 -0.143
C 0.43155 1.80140 0.47677 1.4 0.7 -0.8 0.305
C 1.87564 1.46405 -0.01841 -0.9 5.2 1.1 -0.537
C 2.85788 2.67908 -0.13537 -2.8 -0.3 0.8 -0.366
C 2.41914 4.12209 0.20635 -2.3 -3.0 0.4 -0.679
C 0.97661 4.38045 0.70423 0.5 -2.5 -0.5 0.786
C 0.50614 5.85229 1.10865 0.5 -0.8 -0.5 -1.030
C -0.06369 3.22609 0.82977 4.5 -0.4 -1.4 -0.596
H -3.31906 -0.15049 0.28479 -0.1 1.3 -0.7 0.133
H -2.49787 1.26379 -0.71985 -1.1 -0.4 0.7 0.203
H -3.74751 1.66352 0.65830 0.8 -1.1 -0.9 0.255
H -0.04522 -0.19406 1.34745 -0.4 0.9 -1.3 0.113
H -0.76993 0.02368 -0.37570 0.5 0.7 1.0 0.113
H 2.19165 0.39503 -0.25930 -0.6 1.7 0.4 0.304
H 3.93587 2.46047 -0.47517 -1.8 0.6 0.5 0.235
H 3.16962 4.97115 0.08474 -1.2 -1.3 0.3 0.222
H -0.12274 5.81714 2.07391 1.0 0.1 -1.6 0.285
H -0.10128 6.26943 0.23807 0.6 -0.4 1.3 0.227
H 1.42386 6.52362 1.23784 -1.3 -0.9 0.0 0.298
H -1.13657 3.43665 1.16792 1.8 -0.8 -0.5 0.342
C -2.21440 -4.35152 -1.24741 0.2 0.2 -0.3 -1.103
C -1.29630 -4.82805 -0.13933 -0.8 0.0 0.1 -0.193
O 0.06913 -4.83982 -0.58307 0.9 0.3 0.0 -0.359
C 0.71709 -3.65558 -0.52221 -1.8 0.1 0.7 0.360
O 0.22034 -2.63455 -0.13273 1.0 -0.6 -0.5 -0.455
C 2.16666 -3.81712 -0.97239 1.7 0.1 -0.7 0.863
F 2.28214 -4.57069 -2.08795 -0.4 0.2 0.3 -0.257
F 2.92207 -4.41736 -0.02642 -0.5 0.1 0.0 -0.272
F 2.75939 -2.64180 -1.24609 -0.7 -0.4 0.3 -0.224
H -2.07136 -4.95283 -2.14943 -0.1 -0.1 0.1 0.311
H -3.25937 -4.41930 -0.93853 0.1 0.0 0.0 0.364
H -1.99932 -3.31490 -1.51737 -0.1 0.0 0.2 0.296
H -1.54772 -5.85698 0.12922 0.4 0.0 -0.1 0.308
H -1.40850 -4.22321 0.76457 0.2 0.1 -0.2 0.320
```
Forces are in eV/Å.

Output
Gap between HOMO and LUMO in eV: 4.0
Highest occupied orbital energy in eV: -1.291
Charge: -1

***

# 6
DFT (the ωB97M-V functional and the def2-TZVPD basis) results for a structure of composition C13H17HfIN2O3S.

```
38
Properties=species:S:1:pos:R:3:forces:R:3:mulliken_charge:R:1
C -4.36547 -1.64157 -0.95138 -0.5 -0.2 0.0 -0.844
C -4.49458 -1.03617 0.44815 -0.5 -0.4 0.0 -0.526
H -4.60924 -0.90464 -1.72553 0.2 -0.2 0.1 0.277
H -5.06581 -2.47481 -1.11777 0.2 0.2 0.3 0.343
H -3.35446 -2.03305 -1.11201 -0.1 0.0 -0.2 0.145
H -3.73322 -0.26715 0.62142 -0.1 -0.1 0.1 0.037
H -5.48390 -0.57999 0.60062 0.4 0.0 -0.1 0.353
H -4.41453 -1.82312 1.21138 0.2 0.3 -0.1 0.237
C 1.63810 0.31137 -2.82775 0.3 0.2 0.7 0.005
C 2.62536 0.98834 -3.54041 -0.4 -0.2 0.1 -0.733
C 3.23771 2.09272 -2.95052 0.0 -0.1 0.0 -0.398
C 2.92356 2.42367 -1.63657 -0.3 0.0 1.1 -0.831
H 0.98141 -0.44903 -3.27404 0.6 0.3 0.1 0.467
H 2.86784 0.66443 -4.55009 -0.1 0.2 0.2 0.428
H 3.95604 2.69865 -3.50755 -0.3 -0.2 0.2 0.463
H 3.29436 3.33271 -1.15037 0.2 -0.5 -0.5 0.356
N 1.42036 0.56969 -1.50448 0.9 0.8 -0.1 -0.163
C 2.08788 1.59975 -0.87041 0.1 -0.2 -2.1 0.857
C 1.80857 1.81759 0.55461 -0.7 0.5 0.9 1.073
N 0.75214 1.11070 1.08569 0.8 0.8 0.4 0.011
C 0.42657 1.31682 2.39653 0.1 0.0 -0.4 -0.033
C 2.23043 2.88468 2.66831 -0.4 0.0 0.5 -0.445
C 1.15415 2.17285 3.21270 0.0 -0.1 0.0 -0.747
H -0.44621 0.76993 2.75703 0.3 0.1 0.0 0.509
H 0.86278 2.30313 4.26077 0.2 -0.1 -0.5 0.410
C 2.50056 2.76190 1.32049 0.0 -0.5 -1.1 -0.718
H 3.21587 3.40386 0.80415 0.0 -0.4 0.5 0.303
H 2.82748 3.55547 3.29170 -0.3 -0.2 -0.2 0.461
Hf -0.23180 -0.23812 -0.34833 -0.9 -0.5 -0.1 0.954
I -2.11570 0.59517 -2.00355 0.2 0.3 0.0 -0.075
C -0.70079 -4.11058 0.98019 0.0 0.0 0.2 -0.871
S 0.09851 -2.51687 1.09491 -0.4 -0.3 0.2 1.367
O -0.97868 -1.40331 1.25626 1.0 -0.5 0.0 -0.506
O 1.14831 -2.43135 2.06997 -1.0 -0.2 -1.3 -0.532
O 0.48136 -2.20559 -0.39092 0.3 0.4 1.0 -0.701
H -0.69889 -4.61026 1.96397 0.1 0.4 -0.4 0.374
H -0.11761 -4.67976 0.24171 -0.1 0.2 0.3 0.405
H -1.72848 -3.96806 0.62110 0.3 0.1 0.1 0.288
```
Forces are in eV/Å.

Output
Gap between HOMO and LUMO in eV: 7.9
Highest occupied orbital energy in eV: -16.079
Charge: +2